(1)
81
Properties=species:S:1:pos:R:3:mulliken_charge:R:1 method="wB97M-V/def2-TZVPD" energy_ev=-136123.369 relative_energy_kj_mol=7.8 lumo_energy_ev=0.0033 homo_lumo_gap_ev=7.63 largest_force_ha_per_bohr=0.0140 homo_energy_ev=-7.63
Bi -0.255 0.496 -0.579 1.83
O -1.452 -2.634 3.591 -0.48
C -0.994 -1.402 3.290 0.16
O 0.143 -1.065 3.472 -0.53
C -2.068 -0.523 2.717 0.25
C -3.411 -0.855 2.772 -0.40
C -4.334 0.066 2.290 -0.67
C -3.882 1.257 1.758 -0.76
C -2.508 1.461 1.678 0.61
N -1.623 0.600 2.158 0.14
C -1.922 2.679 1.001 0.40
O -2.277 3.785 1.355 -0.66
O -1.038 2.458 0.072 -1.00
H -0.708 -3.137 3.949 0.37
H -3.719 -1.802 3.192 0.51
H -5.394 -0.147 2.330 0.45
H -4.559 2.021 1.399 0.52
N -0.753 -3.002 -1.170 -0.11
C 0.444 -3.618 -1.441 0.17
C 0.635 -4.478 -2.499 -0.76
C 1.898 -5.054 -2.741 -0.65
C 2.965 -4.795 -1.929 -0.96
C 2.805 -3.914 -0.833 0.91
C 3.845 -3.605 0.073 -0.78
C 3.622 -2.721 1.087 -1.12
C 2.351 -2.120 1.197 -0.20
N 1.352 -2.393 0.393 0.11
C 1.555 -3.297 -0.603 0.51
H -0.880 -2.691 -0.220 0.08
H -1.578 -3.326 -1.643 0.23
H -0.201 -4.719 -3.145 0.37
H 2.013 -5.724 -3.583 0.38
H 3.932 -5.248 -2.112 0.38
H 4.809 -4.087 -0.043 0.42
H 4.397 -2.473 1.801 0.55
H 2.146 -1.403 1.987 0.59
C 2.423 2.826 -1.996 -1.19
Si 1.059 1.654 -2.563 0.53
C 0.043 2.563 -3.842 -0.88
C 1.827 0.143 -3.393 -1.10
H 2.562 3.602 -2.755 0.46
H 3.383 2.319 -1.870 0.34
H 2.176 3.325 -1.056 0.34
H 0.697 2.845 -4.674 0.46
H -0.399 3.475 -3.433 0.26
H -0.769 1.953 -4.240 0.02
H 2.487 0.430 -4.217 0.41
H 1.040 -0.499 -3.804 0.21
H 2.409 -0.470 -2.696 0.31
I 5.816 0.698 1.320 0.07
C 3.881 1.317 1.796 -0.65
C 3.592 1.888 3.025 -0.24
C 2.281 2.249 3.289 -0.91
C 1.314 2.031 2.320 -0.06
N 1.604 1.495 1.136 0.49
C 2.861 1.136 0.879 -0.43
H 4.371 2.042 3.759 0.40
H 2.012 2.682 4.242 0.47
H 0.280 2.291 2.492 0.08
H 3.056 0.689 -0.091 0.47
C -4.734 3.037 -6.885 -1.50
C -4.071 2.377 -5.705 0.69
C -4.081 2.964 -4.448 -1.16
C -3.549 2.328 -3.329 1.11
C -3.589 3.027 -2.001 -1.17
C -2.993 1.054 -3.485 0.24
Se -2.502 -0.026 -1.953 -0.35
C -2.900 0.469 -4.755 0.86
C -2.236 -0.863 -5.003 -1.65
C -3.448 1.144 -5.842 -0.93
H -5.116 4.023 -6.624 0.34
H -5.570 2.430 -7.236 0.33
H -4.041 3.152 -7.721 0.34
H -4.518 3.950 -4.325 0.27
H -4.012 4.026 -2.100 0.35
H -2.590 3.113 -1.576 0.02
H -4.196 2.460 -1.289 0.23
H -1.488 -1.083 -4.244 0.06
H -1.763 -0.869 -5.986 0.44
H -2.972 -1.672 -4.976 0.35
H -3.381 0.688 -6.826 0.40

(2)
77
Properties=species:S:1:pos:R:3:mulliken_charge:R:1 method="wB97M-V/def2-TZVPD" energy_ev=-101423.865 relative_energy_kj_mol=0.0 lumo_energy_ev="-4.4866 / -3.0313" spin_multiplicity=5 homo_lumo_gap_ev="6.60 / 8.09" largest_force_ha_per_bohr=0.0073 homo_energy_ev="-11.09 / -11.12" s2=6.17 total_charge=+1
Mn 0.733 -0.357 0.554 -0.17
C 0.728 -3.560 -4.757 -1.14
C 0.619 -2.053 -4.899 -0.67
N -0.114 -1.454 -3.767 0.20
C -1.562 -1.322 -3.963 -0.96
C -1.961 0.032 -4.525 -0.98
C 0.515 -1.110 -2.652 0.17
S -0.504 -0.363 -1.436 0.08
N 1.820 -1.423 -2.614 -0.10
C 2.601 -1.167 -1.594 0.26
O 2.262 -0.615 -0.488 -0.64
C 4.034 -1.523 -1.709 0.56
C 4.547 -1.997 -2.913 -0.19
C 5.888 -2.326 -3.012 -0.70
C 6.720 -2.187 -1.908 -0.40
C 6.210 -1.724 -0.702 -0.72
C 4.869 -1.391 -0.602 -0.43
H 1.196 -3.988 -5.644 0.38
H -0.254 -4.020 -4.643 0.38
H 1.336 -3.813 -3.889 0.29
H 0.065 -1.778 -5.797 0.44
H 1.601 -1.593 -4.956 0.41
H -2.071 -1.530 -3.022 0.49
H -1.839 -2.114 -4.660 0.43
H -1.673 0.836 -3.849 0.21
H -3.041 0.070 -4.662 0.39
H -1.492 0.207 -5.493 0.37
H 3.887 -2.107 -3.762 0.34
H 6.288 -2.692 -3.948 0.42
H 7.767 -2.446 -1.986 0.39
H 6.856 -1.626 0.159 0.41
H 4.457 -1.043 0.334 0.42
C -4.806 -1.203 -0.934 -0.54
C -4.016 -2.071 -0.187 -0.70
C -2.995 -1.571 0.600 -0.41
C -2.762 -0.196 0.648 -0.28
C -3.549 0.671 -0.098 0.30
C -4.575 0.163 -0.887 -0.74
P -1.354 0.353 1.647 2.39
C -1.325 2.171 1.600 0.50
C -1.004 2.807 0.398 -0.15
C -0.950 4.190 0.328 -0.72
C -1.195 4.953 1.464 -0.80
C -1.494 4.328 2.666 -0.67
C -1.562 2.942 2.736 -0.48
C -1.850 -0.061 3.345 0.23
C -3.200 0.125 3.660 -0.35
C -3.650 -0.090 4.951 -0.75
C -2.762 -0.496 5.939 -0.54
C -1.425 -0.687 5.632 -0.79
C -0.969 -0.470 4.338 -0.23
H -5.607 -1.594 -1.547 0.42
H -4.196 -3.137 -0.221 0.46
H -2.374 -2.251 1.173 0.42
H -3.376 1.739 -0.068 0.44
H -5.195 0.839 -1.460 0.47
H -0.794 2.225 -0.493 0.26
H -0.715 4.671 -0.611 0.46
H -1.151 6.032 1.412 0.40
H -1.686 4.918 3.552 0.44
H -1.803 2.468 3.679 0.40
H -3.902 0.435 2.896 0.43
H -4.697 0.053 5.184 0.43
H -3.117 -0.670 6.946 0.41
H -0.732 -1.020 6.392 0.44
H 0.066 -0.659 4.106 0.00
I 1.122 -2.435 2.024 -0.41
C 2.230 1.597 3.558 -0.99
C 2.118 2.102 2.163 0.88
C 2.512 3.514 1.877 -1.14
O 1.695 1.407 1.246 -0.29
H 1.747 2.299 4.241 0.35
H 3.289 1.567 3.827 0.45
H 1.804 0.604 3.657 0.10
H 3.259 3.880 2.579 0.41
H 1.610 4.123 1.999 0.20
H 2.850 3.610 0.849 0.33

(3)
76
Properties=species:S:1:pos:R:3:mulliken_charge:R:1 method="wB97M-V/def2-TZVPD" energy_ev=-53485.639 lumo_energy_ev="-5.8713 / -9.4643" spin_multiplicity=5 homo_lumo_gap_ev="6.73 / 3.59" largest_force_ha_per_bohr=0.0126 homo_energy_ev="-12.60 / -13.06" s2=6.01 total_charge=+2
Ir 0.143 0.714 0.224 1.59
N 2.054 1.211 -0.958 -0.63
C 2.165 2.621 -1.419 -0.57
C 1.535 3.576 -0.404 0.21
C 0.248 4.228 -0.899 -1.09
C -0.867 3.276 -1.312 -0.16
N -1.239 2.323 -0.227 -0.67
H 2.735 1.041 -0.221 0.29
H 2.294 0.570 -1.707 0.23
H 1.651 2.679 -2.381 0.27
H 3.208 2.883 -1.596 0.37
H 2.239 4.356 -0.119 0.44
H 1.333 3.025 0.524 -0.36
H 0.460 4.856 -1.769 0.38
H -0.124 4.900 -0.120 0.45
H -0.588 2.680 -2.187 -0.02
H -1.738 3.871 -1.588 0.50
H -2.132 1.894 -0.445 0.36
H -1.396 2.852 0.631 0.14
C -0.901 -4.241 5.014 -1.58
C -0.393 -3.149 4.104 0.23
C 0.270 -2.026 4.606 -0.69
C 0.719 -1.007 3.787 0.68
C 1.391 0.184 4.418 -0.57
O 2.225 0.020 5.275 -0.56
C 0.975 1.575 4.025 0.63
C -0.320 1.848 3.599 -0.21
C -0.711 3.158 3.354 -0.88
C 0.202 4.197 3.495 -0.45
C 1.500 3.924 3.911 -0.70
C 1.877 2.618 4.194 -0.50
C 0.580 -1.109 2.404 0.70
O 1.174 -0.190 1.638 -1.17
C -0.088 -2.225 1.863 0.05
C -0.562 -3.223 2.740 -1.09
C -0.266 -2.405 0.427 1.34
N -0.202 -1.405 -0.416 -0.53
C -0.228 -1.673 -1.853 -1.07
C -1.509 -1.100 -2.468 -0.43
Te -1.451 -1.375 -4.573 0.68
C -0.753 0.504 -5.113 0.55
C -1.640 1.577 -5.077 -0.44
C -1.188 2.817 -5.505 -0.53
C 0.120 2.966 -5.954 -0.53
C 0.989 1.882 -5.983 -0.60
C 0.556 0.630 -5.571 -0.50
C -0.508 -3.807 -0.041 -0.74
C -1.750 -4.194 -0.539 0.35
C -1.967 -5.507 -0.933 -1.09
C -0.938 -6.435 -0.843 -0.39
C 0.300 -6.053 -0.342 -0.97
C 0.512 -4.746 0.073 0.28
H -0.777 -3.971 6.061 0.38
H -0.359 -5.174 4.846 0.34
H -1.958 -4.442 4.838 0.38
H 0.430 -1.928 5.674 0.48
H -1.045 1.043 3.532 0.46
H -1.747 3.379 3.112 0.62
H -0.109 5.221 3.320 0.51
H 2.207 4.731 4.048 0.45
H 2.870 2.391 4.559 0.50
H -1.078 -4.083 2.328 0.56
H -0.173 -2.739 -2.062 0.80
H 0.649 -1.199 -2.306 0.35
H -1.626 -0.033 -2.278 0.12
H -2.394 -1.636 -2.126 0.43
H -2.663 1.462 -4.738 0.40
H -1.865 3.662 -5.501 0.45
H 0.460 3.933 -6.300 0.45
H 2.001 2.002 -6.348 0.44
H 1.226 -0.220 -5.625 0.42
H -2.568 -3.480 -0.568 0.56
H -2.942 -5.809 -1.295 0.45
H -1.106 -7.461 -1.144 0.43
H 1.099 -6.779 -0.258 0.45
H 1.470 -4.453 0.486 0.53

(4)
77
Properties=species:S:1:pos:R:3:mulliken_charge:R:1 method="wB97M-V/def2-TZVPD" energy_ev=-54803.403 lumo_energy_ev=-0.1516 homo_lumo_gap_ev=4.72 largest_force_ha_per_bohr=0.0103 homo_energy_ev=-4.87
Rb 0.341 -0.089 -0.038 0.81
O -3.916 0.827 -6.700 -0.50
C -2.622 0.260 -6.734 -0.60
C -2.072 0.162 -5.340 0.42
C -0.955 -0.624 -5.080 -0.90
C -0.449 -0.657 -3.794 -0.43
N -0.980 0.014 -2.775 0.02
C -2.062 0.758 -3.021 0.24
C -2.634 0.865 -4.288 -0.69
C -2.638 1.474 -1.857 0.27
C -4.004 1.695 -1.763 -0.87
C -4.514 2.330 -0.635 0.52
C -5.998 2.560 -0.506 -0.81
O -6.542 3.239 -1.626 -0.51
C -3.620 2.727 0.341 -0.74
C -2.266 2.465 0.164 -0.19
N -1.767 1.852 -0.904 -0.06
H -4.223 0.965 -7.602 0.30
H -1.942 0.877 -7.335 0.30
H -2.641 -0.742 -7.178 0.33
H -0.480 -1.203 -5.862 0.41
H 0.427 -1.257 -3.571 0.37
H -3.496 1.491 -4.458 0.60
H -4.677 1.355 -2.538 0.56
H -6.216 3.091 0.426 0.34
H -6.515 1.600 -0.466 0.32
H -6.126 4.105 -1.689 0.32
H -3.945 3.220 1.247 0.43
H -1.558 2.763 0.928 0.61
C 2.703 -1.706 3.566 -1.41
C 2.758 -0.485 4.436 0.81
C 3.838 -0.298 5.291 -0.78
C 3.917 0.802 6.132 -0.67
C 2.892 1.732 6.136 -0.89
C 1.806 1.560 5.291 -0.22
C 1.726 0.471 4.426 0.22
P 0.339 0.219 3.262 0.35
C -0.479 1.867 3.313 1.14
C 0.320 2.879 2.773 -0.71
C -0.109 4.193 2.688 -0.88
C -1.387 4.510 3.123 -0.69
C -2.197 3.510 3.638 -0.79
C -1.772 2.183 3.754 0.76
C -2.717 1.170 4.331 -1.35
C -0.644 -1.069 3.989 0.45
C -0.463 -1.465 5.320 0.09
C -1.100 -2.559 5.857 -0.93
C -1.953 -3.299 5.014 -0.44
C -2.164 -2.933 3.718 -1.10
C -1.546 -1.777 3.118 1.30
C -1.876 -1.422 1.821 -0.67
H 3.597 -2.314 3.699 0.42
H 2.626 -1.431 2.510 0.19
H 1.826 -2.317 3.793 0.25
H 4.632 -1.037 5.299 0.35
H 4.772 0.921 6.786 0.37
H 2.929 2.588 6.798 0.43
H 1.004 2.286 5.311 0.44
H 1.313 2.622 2.415 0.37
H 0.546 4.955 2.282 0.40
H -1.752 5.528 3.066 0.38
H -3.195 3.761 3.980 0.40
H -3.663 1.648 4.586 0.49
H -2.310 0.701 5.227 0.30
H -2.910 0.366 3.616 0.19
H 0.216 -0.889 5.940 0.38
H -0.939 -2.854 6.885 0.41
H -2.464 -4.174 5.399 0.34
H -2.839 -3.517 3.101 0.32
H -1.598 -0.464 1.392 -1.09
H -2.639 -1.974 1.288 0.14
N 1.728 1.944 -2.078 -0.49
N 2.126 2.401 -0.785 -0.36
H 1.931 2.615 -2.815 0.21
H 0.721 1.821 -2.057 0.25
H 1.875 3.372 -0.625 0.21
H 3.130 2.306 -0.703 0.22

(5)
88
Properties=species:S:1:pos:R:3:mulliken_charge:R:1 method="wB97M-V/def2-TZVPD" energy_ev=-112715.504 lumo_energy_ev="-5.2220 / -4.9422" spin_multiplicity=2 homo_lumo_gap_ev="7.23 / 7.50" largest_force_ha_per_bohr=0.0233 homo_energy_ev="-12.45 / -12.44" s2=0.76 total_charge=+2
Cr -0.527 2.534 0.253 -1.13
C 4.956 -2.786 -1.440 -1.03
C 4.455 -2.463 -0.037 -1.08
N 3.198 -1.706 -0.076 0.24
C 3.272 -0.365 -0.100 -0.33
C 2.198 0.475 -0.028 0.36
C 2.464 1.967 0.041 -0.42
O 3.608 2.354 -0.078 -0.72
O 1.434 2.707 0.257 0.18
C 0.899 -0.075 0.090 1.13
O -0.154 0.587 0.296 -0.27
C 0.811 -1.521 -0.017 0.70
C -0.444 -2.131 -0.007 -0.21
C -0.556 -3.490 -0.067 0.02
F -1.800 -4.005 0.032 -0.35
C 0.568 -4.330 -0.208 -1.29
C 1.811 -3.708 -0.226 -0.39
C 1.962 -2.322 -0.104 -0.74
N 0.479 -5.724 -0.382 0.20
C 1.392 -6.607 0.325 -0.65
C 1.824 -7.737 -0.623 -0.76
N 0.737 -7.964 -1.626 -0.11
C -0.597 -7.842 -0.973 -0.79
C -0.818 -6.368 -0.604 -0.74
H 5.870 -3.376 -1.392 0.39
H 5.171 -1.865 -1.981 0.36
H 4.209 -3.347 -2.003 0.31
H 5.192 -1.855 0.485 0.48
H 4.305 -3.367 0.552 0.50
H 4.257 0.082 -0.160 0.68
H -1.331 -1.517 0.082 0.41
H 2.690 -4.320 -0.369 0.78
H 0.904 -7.023 1.215 0.32
H 2.269 -6.069 0.670 0.47
H 1.995 -8.657 -0.066 0.36
H 2.738 -7.485 -1.158 0.44
H 0.851 -8.871 -2.081 0.35
H 0.796 -7.239 -2.345 0.38
H -0.605 -8.489 -0.098 0.36
H -1.381 -8.178 -1.648 0.39
H -1.469 -6.332 0.273 0.41
H -1.325 -5.852 -1.417 0.53
N -2.089 4.323 2.522 0.41
C -1.092 3.557 3.085 0.47
C -0.915 3.651 4.472 -1.14
C 0.036 2.877 5.089 -0.52
C 0.796 2.013 4.304 -1.18
C 0.548 1.964 2.956 -0.25
N -0.384 2.708 2.335 1.12
C -2.396 4.648 1.216 -0.02
C -3.602 5.326 1.013 -0.74
C -3.947 5.735 -0.253 -0.84
C -3.019 5.559 -1.276 -1.07
C -1.860 4.882 -0.997 -0.66
N -1.568 4.345 0.208 1.85
H -2.660 4.808 3.196 0.24
H -1.522 4.343 5.039 0.51
H 0.184 2.933 6.159 0.45
H 1.567 1.391 4.733 0.50
H 1.113 1.288 2.334 0.26
H -4.252 5.517 1.856 0.55
H -4.906 6.199 -0.438 0.47
H -3.199 5.934 -2.272 0.54
H -1.114 4.747 -1.766 0.57
B -2.558 1.162 -2.314 0.12
N -1.264 1.958 -2.626 -0.31
C -0.864 2.223 -3.871 -0.39
C 0.319 2.949 -3.817 -1.15
C 0.579 3.084 -2.463 -0.82
N -0.391 2.481 -1.752 1.55
N -2.832 1.011 -0.790 -0.35
C -3.746 0.147 -0.350 -0.34
C -3.940 0.345 1.011 -1.44
C -3.079 1.381 1.327 -0.42
N -2.418 1.786 0.228 1.46
H -3.478 1.770 -2.792 -0.15
H -2.432 0.052 -2.757 -0.17
H -1.439 1.905 -4.723 0.46
H 0.906 3.319 -4.637 0.48
H 1.395 3.589 -1.974 0.56
H -4.208 -0.558 -1.019 0.49
H -4.615 -0.176 1.666 0.46
H -2.905 1.830 2.288 0.52
Cl 1.402 5.414 0.713 0.04
C 1.095 7.155 0.465 -0.42
Cl -0.563 7.597 0.904 -0.12
H 1.241 7.381 -0.585 0.28
H 1.769 7.722 1.096 0.38

(6)
99
Properties=species:S:1:pos:R:3:mulliken_charge:R:1 method="wB97M-V/def2-TZVPD" energy_ev=-193492.715 relative_energy_kj_mol=0.0 lumo_energy_ev="-1.1771 / -1.3657" spin_multiplicity=3 homo_lumo_gap_ev="5.22 / 5.03" largest_force_ha_per_bohr=0.0172 homo_energy_ev="-6.40 / -6.40" s2=2.02
W -0.160 0.176 0.366 0.78
C 6.515 -0.532 -4.619 -0.89
O 6.686 -0.409 -3.219 -0.44
C 6.465 0.804 -2.666 0.53
C 6.202 1.960 -3.390 -0.18
C 5.974 3.152 -2.714 -0.48
C 5.946 3.182 -1.332 -0.07
C 6.248 2.027 -0.608 -0.10
C 6.518 0.853 -1.272 -0.43
N 5.698 4.451 -0.704 -0.45
N 4.813 4.582 0.153 -0.56
C 3.951 3.482 0.504 -0.14
C 3.982 2.971 1.771 -0.54
C 3.129 1.922 2.170 -0.35
C 2.220 1.418 1.286 0.15
O 1.389 0.385 1.528 0.41
C 2.079 2.040 0.028 -0.89
N 1.027 1.601 -0.731 0.59
C 0.927 2.041 -1.966 0.47
C 1.779 3.015 -2.495 -1.88
C 2.769 3.537 -1.713 -0.58
C 2.954 3.043 -0.407 1.45
H 6.677 -1.582 -4.851 0.23
H 7.242 0.075 -5.166 0.45
H 5.500 -0.250 -4.915 0.28
H 6.164 1.946 -4.469 0.43
H 5.796 4.067 -3.267 0.41
H 6.280 2.052 0.472 0.47
H 6.724 -0.062 -0.734 0.37
H 4.708 3.361 2.474 0.51
H 3.220 1.481 3.154 0.64
H 0.121 1.645 -2.566 0.12
H 1.641 3.331 -3.518 0.51
H 3.423 4.310 -2.095 0.64
F -2.336 -2.679 4.023 -0.18
C -1.196 -3.172 3.547 0.45
F -0.549 -3.798 4.515 -0.20
F -1.466 -4.024 2.565 -0.19
S -0.179 -1.774 2.917 1.24
O -0.970 -1.378 1.717 -0.82
O -0.094 -0.828 3.974 -0.76
N 1.159 -2.465 2.546 -0.76
S 1.924 -2.309 1.175 1.48
O 3.259 -1.866 1.295 -0.73
O 1.030 -1.723 0.164 -0.57
C 1.965 -4.065 0.611 0.53
F 2.312 -4.103 -0.666 -0.12
F 2.833 -4.747 1.337 -0.22
F 0.753 -4.609 0.747 -0.21
C -3.841 0.600 0.492 -0.96
N -2.824 0.732 -0.553 0.82
C -2.816 2.119 -1.049 -1.00
C -3.143 -0.159 -1.667 -1.47
C -1.890 -0.455 -2.433 -0.88
N -0.868 -1.074 -1.559 0.75
C -1.426 -2.371 -1.078 -0.82
C 0.262 -1.423 -2.479 -0.86
H -4.840 0.825 0.097 0.45
H -3.617 1.289 1.304 -0.04
H -3.833 -0.417 0.886 0.32
H -3.742 2.330 -1.596 0.42
H -1.969 2.288 -1.712 0.17
H -2.727 2.810 -0.216 0.32
H -3.901 0.281 -2.326 0.48
H -3.571 -1.084 -1.283 0.42
H -1.472 0.438 -2.895 0.33
H -2.105 -1.154 -3.246 0.57
H -1.789 -2.942 -1.938 0.48
H -2.237 -2.215 -0.374 0.23
H -0.651 -2.934 -0.580 -0.22
H -0.139 -2.004 -3.315 0.57
H 1.018 -1.996 -1.962 0.03
H 0.740 -0.520 -2.849 -0.27
F 3.416 -4.057 -6.496 -0.35
C 3.409 -3.175 -5.488 0.61
C 4.030 -3.468 -4.285 0.24
F 4.644 -4.649 -4.138 -0.36
C 4.018 -2.554 -3.250 -0.44
F 4.645 -2.904 -2.122 -0.53
C 3.393 -1.301 -3.340 0.40
S 3.370 -0.162 -2.046 0.90
C 2.777 -1.056 -4.574 -0.46
F 2.135 0.115 -4.781 -0.41
C 2.777 -1.954 -5.624 0.22
F 2.161 -1.651 -6.776 -0.37
C -2.944 3.734 3.660 -1.25
Si -1.811 2.265 3.854 0.74
C -2.747 0.818 4.554 -0.79
C -0.271 2.667 4.813 -1.02
Se -1.107 2.017 1.664 -0.19
H -3.207 4.131 4.645 0.38
H -3.870 3.452 3.154 0.30
H -2.466 4.531 3.090 0.32
H -3.072 1.054 5.571 0.44
H -2.131 -0.071 4.585 0.14
H -3.637 0.606 3.957 0.24
H -0.517 2.987 5.830 0.42
H 0.293 3.463 4.325 0.29
H 0.368 1.784 4.874 0.24